[1]
{
  "formula": "C8H22BrCoN2O2",
  "method": "wB97M-V/def2-TZVPD",
  "elements": ["Co", "Br", "C", "C", "C", "O", "C", "N", "H", "H", "H", "H", "H", "H", "H", "H", "H", "H", "H", "C", "C", "C", "O", "C", "N", "H", "H", "H", "H", "H", "H", "H", "H", "H", "H", "H"],
  "coordinates": [[4.474630, -0.525073, 3.872943], [2.761958, -0.071419, 2.091596], [-0.446085, 4.721394, 2.026541], [0.031609, 3.261469, 2.000295], [-0.085944, 2.700757, 0.612903], [-1.512950, 2.615290, 0.191233], [-1.668991, 2.472594, -1.262013], [1.448970, 3.403476, 2.228757], [0.079669, 5.356358, 1.313445], [-0.489302, 5.141634, 3.031338], [-1.475204, 4.644690, 1.675641], [-0.492200, 2.579713, 2.670308], [0.433779, 1.743559, 0.570884], [0.508928, 3.347770, -0.031775], [-0.912863, 1.817828, -1.695217], [-1.577677, 3.400382, -1.826779], [-2.595361, 2.057610, -1.659155], [1.925368, 2.611722, 1.821004], [1.594176, 3.187829, 3.204725], [-0.249813, -1.839752, 0.191841], [0.449283, -3.084292, -0.315319], [0.022173, -3.549933, -1.692570], [-1.331468, -3.917861, -1.794524], [-1.602070, -4.568320, -3.021792], [1.865425, -2.842572, -0.355253], [0.167149, -1.577298, 1.164139], [-1.324678, -1.974648, 0.312529], [-0.088953, -1.051436, -0.543556], [0.224907, -3.948671, 0.309663], [0.567853, -4.476461, -1.871157], [0.242937, -2.824480, -2.475568], [-2.665665, -4.801263, -2.970872], [-1.058253, -5.511277, -3.078514], [-1.383291, -4.089644, -3.976315], [1.986802, -2.167789, 0.386403], [2.175154, -2.241888, -1.105811]],
  "forces_ev_per_a": [[-1.064, 0.273, -1.128], [1.080, -0.287, 1.139], [-2.069, -1.019, -0.095], [-0.010, 1.593, -0.858], [-1.487, 0.084, -1.083], [1.239, -0.236, -1.272], [0.933, 0.026, 0.186], [1.222, -1.220, 0.864], [0.326, -0.217, 0.274], [0.354, 0.054, -0.064], [-0.350, 0.521, 0.046], [-0.114, 0.243, 0.372], [-0.434, -0.556, -0.057], [-0.315, 0.312, -0.417], [0.338, -0.178, 0.309], [0.234, 0.541, 0.500], [-0.471, -0.155, 1.216], [0.334, -0.239, -0.401], [0.267, 0.464, 0.482], [-0.696, -0.346, -0.166], [-1.184, -0.011, -0.838], [-0.027, -0.690, -0.267], [-0.330, 0.646, -0.306], [-0.625, -0.921, 0.629], [1.160, 0.252, 0.792], [-0.014, 0.240, -0.033], [-0.052, -0.027, -0.029], [0.042, 0.297, 0.160], [0.195, 0.076, 0.465], [0.664, 0.053, -0.302], [0.301, 0.301, -0.095], [0.030, -0.002, -0.259], [0.143, -0.299, 0.168], [0.127, 0.927, 0.265], [0.658, -0.267, 0.720], [-0.406, -0.234, -0.918]],
  "nbo_charge": [0.69, -0.69, -0.61, -0.08, -0.06, -0.55, -0.26, -0.82, 0.21, 0.21, 0.21, 0.18, 0.17, 0.17, 0.17, 0.17, 0.19, 0.35, 0.35, -0.62, -0.07, -0.05, -0.54, -0.25, -0.82, 0.21, 0.22, 0.20, 0.18, 0.17, 0.15, 0.19, 0.16, 0.17, 0.36, 0.35],
  "lumo_ev": [0.0, -3.0],
  "spin_multiplicity": 5
}

[2]
{
  "formula": "C8H22BrN2",
  "method": "wB97M-V/def2-TZVPD",
  "elements": ["N", "H", "H", "H", "H", "Br", "C", "C", "C", "N", "C", "C", "C", "C", "C", "H", "H", "H", "H", "H", "H", "H", "H", "H", "H", "H", "H", "H", "H", "H", "H", "H", "H"],
  "coordinates": [[1.332617, -3.472724, 0.132607], [1.863863, -3.816598, -0.654564], [1.703807, -2.718473, 0.692441], [1.192034, -4.259294, 0.750379], [0.428146, -3.230277, -0.245894], [-1.016620, -2.749766, -0.215125], [1.408926, 3.776177, -0.026770], [0.925972, 2.448403, 0.476468], [-0.063040, 1.679554, -0.538856], [-0.096558, 0.068382, -0.358167], [1.058614, -0.544169, -1.048912], [-1.362726, -0.532790, -0.967357], [-2.461996, -0.528486, 0.092169], [-1.762906, -0.215480, 1.366243], [-0.260372, -0.342693, 1.076706], [1.762554, 4.473849, 0.732383], [0.735306, 4.494582, -0.493935], [2.088237, 3.663732, -0.871755], [0.421939, 2.500241, 1.441542], [1.829118, 1.881786, 0.703151], [0.327626, 1.860308, -1.540255], [-1.063589, 2.014334, -0.265112], [2.039436, -0.416923, -0.590767], [1.136228, -0.117982, -2.049131], [0.833011, -1.610184, -1.077499], [-1.442897, -1.530210, -1.399575], [-1.702904, 0.051388, -1.822424], [-2.871697, -1.538539, 0.099346], [-3.334820, 0.088444, -0.121506], [-1.991143, -0.905685, 2.178410], [-1.989772, 0.745502, 1.827911], [-0.091546, -1.416047, 0.989970], [0.425153, 0.199638, 1.727876]],
  "forces_ev_per_a": [[5.914, -2.733, 1.630], [1.125, 0.263, 0.019], [0.668, 0.187, -0.279], [-0.191, -0.317, 0.235], [-0.824, -0.124, -0.810], [-5.147, -7.085, 1.736], [-0.309, 1.623, -1.134], [-0.912, -1.485, -0.079], [1.407, -0.697, 1.877], [-0.337, 1.198, -0.539], [0.476, -0.161, -0.302], [-3.231, 4.336, -2.869], [-0.985, 0.170, -0.739], [0.938, 0.437, 1.997], [0.194, 0.437, 0.252], [0.789, -0.718, 0.292], [-1.237, -0.601, -0.026], [0.679, -0.175, 0.455], [-0.158, 0.330, -0.048], [0.006, -0.419, -0.265], [-0.790, -0.092, -0.111], [-0.005, -0.059, -0.817], [-0.255, 0.440, 0.512], [-0.196, -0.212, -0.016], [0.188, 0.501, -0.525], [1.057, 2.075, -1.070], [0.477, 1.207, 0.061], [-0.164, 0.352, 0.213], [0.387, 0.553, -0.077], [-0.051, -0.262, -0.107], [-0.083, 0.293, -0.449], [0.688, 0.780, 1.097], [-0.118, -0.044, -0.116]],
  "nbo_charge": [-0.89, 0.43, 0.42, 0.43, 0.31, -0.50, -0.64, -0.43, -0.17, -0.23, -0.43, -0.30, -0.45, -0.44, -0.26, 0.25, 0.23, 0.22, 0.21, 0.21, 0.22, 0.24, 0.22, 0.24, 0.21, 0.27, 0.22, 0.25, 0.24, 0.25, 0.23, 0.22, 0.23],
  "total_charge": 1,
  "relative_energy_ev": 6.057,
  "lumo_ev": -2.9,
  "spin_multiplicity": 1
}

[3]
{
  "formula": "C8H22Cl4N6O12",
  "method": "wB97M-V/def2-TZVPD",
  "elements": ["C", "N", "O", "O", "H", "H", "H", "C", "N", "O", "O", "H", "H", "H", "C", "N", "O", "O", "H", "H", "H", "C", "N", "O", "O", "H", "H", "H", "C", "N", "O", "O", "H", "H", "H", "C", "N", "O", "O", "H", "H", "H", "C", "Cl", "Cl", "H", "H", "C", "Cl", "Cl", "H", "H"],
  "coordinates": [[-1.519542, 4.301540, 1.385944], [-1.279656, 4.852047, 2.751521], [-0.163966, 5.224341, 3.024610], [-2.235366, 4.881672, 3.502432], [-0.569240, 4.249262, 0.863471], [-2.121745, 5.054045, 0.882231], [-1.991930, 3.331716, 1.457695], [-1.059833, -3.844470, 1.965547], [-0.010179, -4.375988, 1.054605], [-0.301487, -5.360034, 0.414324], [1.066762, -3.808196, 1.031723], [-2.015813, -3.855358, 1.460407], [-0.742796, -2.886864, 2.362002], [-1.089489, -4.536166, 2.810616], [-3.057887, -0.732957, -4.495380], [-2.702985, -0.370797, -3.095695], [-1.862892, -1.039389, -2.531330], [-3.272972, 0.582733, -2.609942], [-4.079458, -1.106578, -4.519739], [-2.395586, -1.515014, -4.840940], [-3.017779, 0.193446, -5.059347], [2.600813, -1.374917, 2.890620], [4.036371, -1.574647, 3.213041], [4.477779, -2.696260, 3.171257], [4.679134, -0.569725, 3.448837], [2.665562, -0.882998, 1.922036], [2.162784, -0.721257, 3.633584], [2.125207, -2.342943, 2.815536], [1.381375, -1.284557, -3.976041], [1.650074, -2.093757, -2.737286], [1.121754, -1.722313, -1.709434], [2.410522, -3.028443, -2.850487], [0.960616, -1.947838, -4.719909], [2.361364, -0.903452, -4.246671], [0.714196, -0.485715, -3.677058], [4.150257, 1.288572, 0.344850], [5.111053, 2.434149, 0.152992], [6.292960, 2.191505, 0.059886], [4.611808, 3.538382, 0.086649], [3.490766, 1.638071, 1.136462], [4.698688, 0.400676, 0.622535], [3.560925, 1.286516, -0.566085], [-5.337912, 1.938262, 0.056657], [-6.713608, 0.954253, -0.405336], [-5.370471, 2.408982, 1.752199], [-4.403942, 1.419111, -0.138067], [-5.329222, 2.832975, -0.559911], [-0.733229, -0.078807, 0.368750], [0.666215, 0.879005, 0.873833], [-2.170532, 0.399532, 1.297046], [-0.868843, -0.021588, -0.704864], [-0.578604, -1.119773, 0.629642]],
  "forces_ev_per_a": [[0.449, 0.575, -0.358], [-0.317, -0.448, 0.129], [0.276, 0.153, 0.032], [0.077, 0.030, -0.133], [0.085, -0.127, 0.206], [-0.334, -0.242, 0.022], [-0.245, 0.027, 0.110], [0.266, -0.291, 0.730], [0.131, 0.192, -0.074], [0.025, -0.032, -0.078], [-0.269, -0.085, 0.067], [-0.011, 0.131, -0.132], [-0.097, 0.176, -0.305], [-0.096, -0.057, -0.175], [-0.287, 0.008, -0.085], [-0.228, 0.016, -0.038], [0.137, -0.138, 0.012], [0.004, -0.020, -0.012], [-0.034, 0.113, 0.263], [0.226, 0.140, -0.017], [0.126, -0.100, -0.153], [0.346, -0.011, -0.353], [-0.032, 0.160, 0.259], [0.157, -0.289, 0.055], [0.073, 0.029, 0.011], [-0.491, 0.001, 0.013], [0.015, 0.095, 0.030], [-0.046, -0.032, -0.043], [0.234, -0.001, 0.744], [0.042, 0.109, -0.263], [-0.013, -0.072, 0.163], [-0.184, 0.046, 0.065], [0.077, -0.024, -0.129], [-0.080, -0.001, -0.353], [-0.090, -0.005, -0.149], [-0.054, 1.174, 0.301], [-0.043, -0.213, 0.044], [-0.022, -0.087, 0.004], [0.002, 0.015, -0.034], [0.059, -0.220, 0.114], [0.004, -0.154, -0.277], [0.110, -0.520, -0.116], [0.578, 0.400, -0.386], [-0.110, -0.208, -0.068], [0.035, 0.041, 0.135], [-0.189, -0.309, 0.107], [-0.249, 0.050, 0.149], [-0.012, -0.501, 0.339], [-0.035, 0.003, -0.173], [-0.109, 0.112, -0.299], [-0.215, 0.360, 0.129], [0.355, 0.034, -0.027]],
  "nbo_charge": [-0.49, 0.53, -0.37, -0.38, 0.23, 0.23, 0.24, -0.49, 0.53, -0.36, -0.38, 0.24, 0.22, 0.24, -0.49, 0.54, -0.39, -0.38, 0.25, 0.23, 0.24, -0.49, 0.53, -0.36, -0.40, 0.23, 0.23, 0.24, -0.48, 0.54, -0.39, -0.36, 0.23, 0.24, 0.22, -0.49, 0.54, -0.36, -0.39, 0.23, 0.24, 0.23, -0.41, -0.02, -0.02, 0.23, 0.22, -0.39, -0.04, -0.04, 0.25, 0.22],
  "relative_energy_ev": 0.000,
  "lumo_ev": -0.8,
  "spin_multiplicity": 1
}

[4]
{
  "formula": "C8H22ClNO6P2Sb",
  "method": "wB97M-V/def2-TZVPD",
  "elements": ["C", "C", "O", "P", "O", "C", "C", "Sb", "Cl", "C", "C", "O", "O", "P", "N", "O", "O", "C", "C", "H", "H", "H", "H", "H", "H", "H", "H", "H", "H", "H", "H", "H", "H", "H", "H", "H", "H", "H", "H", "H", "H"],
  "coordinates": [[3.403215, -2.082983, 0.811781], [2.121419, -1.766340, 0.057375], [2.411757, -1.497858, -1.324963], [2.251986, -0.019457, -1.905431], [2.554430, 0.037307, -3.336752], [0.607734, 0.561333, -1.468089], [-0.478309, -0.506544, -1.679935], [-2.052293, -0.482143, -0.142333], [-3.625740, -1.525306, -1.881031], [-3.798587, -0.688438, 1.247870], [-3.736796, -2.037397, 1.865690], [-3.383581, -2.290956, 2.990456], [-4.117338, -3.052989, 1.039273], [-3.015089, 1.847086, -0.804369], [-1.569017, 2.768138, -0.810689], [-3.722838, 2.276578, 0.655897], [3.309564, 0.798289, -0.998503], [3.018635, 1.996301, -0.277959], [2.621569, 1.734094, 1.165015], [4.233486, -1.546114, 0.355190], [3.323733, -1.793610, 1.860137], [3.633416, -3.147470, 0.772694], [1.433199, -2.610900, 0.052033], [1.600438, -0.919641, 0.508606], [0.572522, 0.934071, -0.443826], [0.426783, 1.421344, -2.114167], [-0.062388, -1.509190, -1.578320], [-0.923738, -0.441709, -2.670122], [-1.597952, -2.110048, 0.304754], [-0.975402, 0.195948, 1.097571], [-4.683570, -0.600140, 0.621638], [-3.783889, 0.079745, 2.013571], [-4.081492, -2.757357, 0.109921], [-1.729882, 3.755689, -0.958599], [-0.918522, 2.625779, -0.045825], [-3.110141, 2.165017, 1.393777], [3.946723, 2.568440, -0.291403], [2.273411, 2.590321, -0.812615], [1.557406, 1.537747, 1.299016], [3.192433, 0.888044, 1.549569], [2.872705, 2.605319, 1.773097]],
  "forces_ev_per_a": [[0.015, -0.098, -0.045], [0.050, -0.024, -0.098], [0.003, 0.017, -0.068], [0.090, 0.024, 0.014], [0.068, -0.078, -0.059], [-0.196, -0.028, -0.135], [0.168, 0.103, -0.034], [0.527, -0.062, 0.354], [-0.185, -0.232, -0.156], [-0.101, -0.268, 0.237], [-0.216, -0.051, -0.406], [0.000, 0.038, 0.096], [0.258, 0.005, 0.137], [-0.221, 0.147, -0.056], [0.052, -0.073, 0.034], [0.030, 0.040, -0.052], [-0.221, -0.097, 0.212], [0.173, 0.135, -0.122], [0.042, 0.088, 0.058], [-0.013, 0.111, 0.079], [-0.018, -0.017, 0.015], [0.016, -0.003, -0.043], [-0.043, 0.035, 0.126], [-0.018, 0.023, -0.005], [0.166, -0.065, 0.037], [-0.037, 0.035, 0.053], [-0.100, -0.066, -0.011], [-0.056, 0.065, 0.024], [-0.058, 0.077, -0.089], [-0.063, 0.202, -0.099], [0.046, 0.147, -0.059], [0.057, -0.023, 0.026], [-0.161, 0.104, 0.012], [0.064, -0.013, -0.043], [-0.009, 0.021, 0.011], [-0.043, -0.075, 0.077], [0.022, -0.013, -0.051], [-0.060, -0.022, 0.055], [0.033, -0.127, -0.043], [-0.018, 0.000, 0.012], [-0.043, 0.020, 0.005]],
  "nbo_charge": [-0.64, -0.07, -0.82, 2.40, -1.09, -0.88, -0.76, 1.13, -0.66, -0.88, 0.78, -0.62, -0.72, 0.84, -1.19, -1.00, -0.83, -0.06, -0.64, 0.23, 0.21, 0.21, 0.20, 0.18, 0.23, 0.27, 0.22, 0.24, -0.21, -0.27, 0.24, 0.23, 0.51, 0.38, 0.36, 0.47, 0.18, 0.18, 0.21, 0.22, 0.21],
  "total_charge": -1,
  "lumo_ev": 2.6,
  "spin_multiplicity": 1
}

| no. | largest force on an atom (eV Å⁻¹) |
| --- | --- |
| 1 | 2.3 |
| 2 | 8.9 |
| 3 | 1.2 |
| 4 | 0.6 |